No. 1
The following is a DFT calculation (wB97M-V/def2-TZVPD) of a molecular structure, H28KrO14.

For the HOMO-LUMO gap, the calculation gives 8.7 eV. As for the electronic energy: -104049.855 eV. The multiplicity is 1.

```
43
Properties=species:S:1:pos:R:3:forces:R:3
H -3.35180 1.37608 3.20490 0.129 0.004 0.324
H 3.36299 -1.21824 2.48102 0.132 -0.094 0.149
O -2.60509 1.53310 -3.10215 -0.515 0.253 -0.004
O 3.77495 -0.33280 -0.64825 0.240 0.307 0.444
H 1.34072 0.80952 -2.92469 -0.314 -0.201 -0.103
H 1.87471 2.94081 -1.15125 -0.336 -0.483 -0.413
H -1.81526 -2.61230 1.26801 -0.498 0.513 -0.341
H 2.63702 1.55370 -2.68444 0.341 -0.099 0.015
O -0.33157 -0.05882 -3.61115 0.096 -0.101 -0.198
H -0.96605 -0.35091 -4.26563 -0.066 -0.062 -0.462
H 0.76988 -4.26923 -0.59298 0.103 -0.331 -0.112
Kr -0.65338 -0.01393 -0.24483 -0.057 0.091 -0.112
H -1.74648 1.11543 -3.16979 0.543 0.074 0.084
O -1.55007 3.80838 1.33811 -0.393 0.456 -0.292
H -3.22823 0.80720 -3.13368 -0.252 -0.084 0.013
H -0.73561 3.82601 1.84070 0.542 -0.205 0.055
H -3.84272 1.11454 1.79690 -0.115 0.017 -0.210
O 0.85072 -3.55166 0.03535 0.786 0.180 -0.846
O -3.36402 -2.03205 0.57003 -0.068 -0.032 -0.134
H 1.33815 -2.19592 -1.32478 -0.276 -0.531 0.909
O -3.37755 1.76039 2.32862 -0.083 -0.045 -0.032
H -3.95005 -2.29971 1.27795 -0.313 -0.138 0.199
H 2.58738 4.12853 -0.54026 0.148 0.195 0.128
H 3.12234 -0.82593 -1.14540 -0.463 -0.234 -0.577
O -0.28282 -0.29094 2.78316 -0.314 0.282 0.134
H 1.42278 -2.06579 -2.83070 0.167 -0.021 -0.340
H -3.54948 -1.10150 0.44385 0.084 0.352 -0.203
O 1.74171 -1.67349 -2.01791 0.050 0.325 -0.464
H -1.84737 -4.03628 1.78099 -0.104 -0.262 0.068
H 0.55670 -0.68395 3.02186 0.605 -0.089 -0.145
O -1.28093 -3.26732 1.71708 0.643 -0.364 0.386
H -2.05726 3.09633 1.72793 -0.200 -0.216 0.088
H 0.60323 1.78207 2.14650 -0.166 -0.357 0.178
O 0.97626 2.66357 2.14010 -0.056 0.076 0.657
H -0.93671 -0.92665 3.07391 -0.128 -0.192 0.060
H 2.91503 -0.74043 1.11612 0.179 0.286 -0.619
O 2.71373 -0.66342 2.04875 -0.403 -0.100 0.680
O 1.68942 1.62794 -2.57138 0.241 0.405 0.079
O 1.82015 3.56703 -0.42938 0.069 0.236 0.312
H -0.01851 -3.47872 0.42950 -0.609 0.148 0.804
H 4.51705 -0.93178 -0.56619 0.298 -0.091 -0.026
H 1.33112 2.76758 1.25720 0.261 0.328 -0.636
H -0.45510 -0.65643 -2.87369 0.073 -0.195 0.501
```
Forces are in eV/Å.


No. 2
The following is a DFT calculation (wB97M-V/def2-TZVPD) of 14 unconnected molecules or ions with the total composition H28NO16S.

For the HOMO-LUMO gap, the calculation gives 7.0 eV. As for the electronic energy: -45539.960 eV. The charge is -1. The multiplicity is 1.

```
46
Properties=species:S:1:pos:R:3:forces:R:3
H -2.84215 2.63757 3.71796 0.163 -1.080 -0.456
O 1.42185 -1.32943 -1.53804 3.118 3.880 3.456
H -0.35715 -3.44043 -0.88604 0.648 -0.942 0.095
H -0.21515 3.72857 -0.59104 -0.503 -0.754 -0.307
H 3.03285 0.98657 -2.23904 -0.846 0.974 0.526
H 0.54285 4.71157 -1.33504 -0.235 -0.805 -0.937
H -0.97315 3.78557 1.33896 -6.146 13.106 9.442
H 0.83785 -1.97343 -1.35004 -3.138 -4.138 2.301
H 2.29085 0.81257 1.35096 -0.207 0.723 -0.596
O -2.57015 -2.21243 0.45296 -4.841 0.604 0.905
O -3.04115 1.71457 3.44596 3.078 -0.737 -1.387
H 0.17485 2.80457 1.25096 -0.471 0.418 0.379
H -0.67115 -0.48743 -0.91004 0.378 1.822 2.104
O -0.70415 0.01057 3.18496 0.108 0.922 1.447
H -0.48315 1.20557 -0.88004 -0.551 -0.126 0.313
O -0.67715 3.18157 0.93396 6.964 -13.855 -9.283
N -0.58315 0.39557 -0.25204 4.123 -1.340 -3.789
H 0.66685 -4.61343 -1.28304 -2.293 1.526 -0.438
H 0.34085 0.39457 0.26996 -1.195 -0.835 -0.408
H -0.04315 3.04457 -3.16504 1.382 0.537 2.993
O 2.30385 1.64557 -2.09604 1.082 -1.066 -0.429
O -2.52415 -1.41143 -2.66804 -2.940 3.680 3.909
O -0.49815 -3.54743 2.26796 -1.576 -0.353 1.328
O 1.60085 -3.83443 1.22696 1.992 -0.895 -0.455
O 1.99985 1.73357 1.63996 0.305 -1.015 0.476
H -1.32115 0.46857 0.34696 -2.691 0.153 2.151
O 2.98385 -0.62243 0.63996 1.366 1.052 -2.737
H 1.40185 -1.32743 -2.41204 0.424 0.269 -6.404
O 0.00585 -2.41643 0.24496 -1.134 1.369 -2.011
H -0.54615 0.24857 4.11696 -0.679 0.188 -0.366
H 0.06085 -0.58543 3.08896 0.265 -0.990 -1.414
O -0.48715 2.53357 -3.79404 -0.249 -3.055 0.101
H 2.84185 -1.05543 -0.23904 0.233 1.225 0.218
O -0.17515 -4.11743 -1.59904 1.727 -1.177 -0.105
H -2.13815 1.27057 2.99996 -3.157 1.691 1.913
O 1.05685 -1.68643 2.19196 0.620 0.683 0.907
S 0.54785 -2.91143 1.53096 -0.002 -0.136 0.593
H 1.60585 1.25057 -2.62704 -0.300 0.196 -0.109
H 2.28085 1.65257 2.56696 -0.395 0.436 -0.209
O 0.01485 3.90057 -1.53004 0.848 1.802 1.011
H 2.57585 -1.32043 1.08096 -1.565 -1.974 2.840
H -2.73015 -2.24043 -2.33704 -0.979 -2.487 1.731
H -0.60215 3.25457 -4.33204 -1.190 2.239 -3.184
H -1.72115 -2.20443 0.10196 3.008 -0.584 0.498
H -2.00915 -1.62043 -3.33504 4.136 -1.162 -5.434
H -2.67615 -2.41443 1.40696 1.314 0.009 -1.178
```
Forces are in eV/Å.


No. 3
The following is a DFT calculation (wB97M-V/def2-TZVPD) of 14 unconnected molecules or ions with the total composition H28O14.

For the HOMO-LUMO gap, the calculation gives 9.0 eV. As for the electronic energy: -29119.724 eV. The multiplicity is 1.

```
42
Properties=species:S:1:pos:R:3:forces:R:3
H 1.97900 -10.87700 12.73300 0.172 0.073 0.360
O 1.59000 -11.83400 19.22300 -0.004 -0.423 0.242
H 0.24600 -8.87300 14.58900 0.948 -0.641 0.426
H 0.19300 -14.80700 12.57500 0.109 -0.613 -0.052
H -2.01600 -13.12400 16.19200 -1.260 0.773 -1.019
O 0.87500 -14.90100 15.65800 -0.065 -1.761 -1.010
H 2.24500 -13.85500 18.09100 -0.273 -1.161 0.457
O 3.37000 -10.93800 16.74500 0.025 0.049 -0.182
H -0.10500 -11.19800 11.42800 -0.113 -0.503 -0.868
O 0.20300 -13.88600 12.32100 1.222 -0.517 -0.748
O -1.17300 -11.89500 14.02700 -0.688 0.371 0.767
H 2.64800 -12.89400 17.16400 0.612 1.461 -0.886
H 0.45400 -12.21300 15.16000 0.258 -0.131 -0.864
O 0.80200 -9.47400 15.13600 -1.619 0.768 -0.094
O 1.00000 -12.36800 15.93100 -0.218 0.502 0.135
H 0.35700 -12.06400 16.59200 0.243 0.518 0.766
H -2.06300 -14.38400 17.13600 0.238 0.884 -0.755
H -0.09400 -14.44900 18.21400 0.781 0.023 0.344
O 2.87900 -13.75400 13.41300 0.475 -1.494 1.223
H 3.11300 -14.42100 14.11900 -0.014 1.366 -1.072
H 1.02800 -13.99700 15.95900 0.341 0.448 -0.082
H 1.94200 -13.92100 13.25700 -0.275 0.213 -0.239
H 0.50500 -15.46400 19.18200 0.164 -0.189 0.024
H -2.00500 -12.39500 13.87300 0.496 1.146 0.494
O 2.96400 -13.72500 17.47500 0.250 -0.798 0.472
H -0.06700 -11.52000 18.50100 -0.281 0.132 -0.360
H 4.01700 -10.83300 16.04000 0.009 0.038 0.016
O -1.50300 -13.68400 16.73000 0.466 -2.145 1.669
O 2.50400 -11.01100 13.54600 -0.505 2.051 -0.500
O 0.57900 -14.54400 18.92000 -0.877 0.123 -0.312
H -0.35300 -10.89500 12.86500 0.130 -0.153 -0.023
H 1.29800 -10.05600 14.54700 0.556 -0.064 -0.442
H 2.61500 -11.93800 13.58300 0.541 -1.983 0.278
O -0.77100 -11.36900 17.82900 0.267 -0.128 0.325
H 2.06800 -12.55800 19.65300 -0.206 0.022 -0.295
H 1.69000 -11.11500 19.83700 0.156 0.716 0.246
H 1.65000 -15.15900 15.12700 -0.547 0.210 0.845
O 0.19700 -10.63000 12.12100 0.208 0.871 0.024
H 2.55600 -11.15800 16.26700 -0.030 0.230 0.027
H -0.58800 -13.57600 12.70400 -1.232 0.893 0.781
H -1.14500 -12.25200 17.68900 -0.064 0.147 0.403
H -1.28100 -11.05300 14.55700 -0.397 -1.322 -0.520
```
Forces are in eV/Å.